212
Properties=species:S:1:pos:R:3 method="wB97M-V/def2-TZVPD" lumo_ev=-0.132 homo_ev=-8.90
S 8.612 6.192 3.335
S -4.383 6.545 -2.364
S -0.184 -4.983 -7.572
S 3.754 -1.247 7.022
S 10.409 -4.852 -1.085
S 0.513 0.906 -0.238
S 7.191 1.422 -4.253
S 0.642 -7.494 1.665
O 6.293 0.862 -5.263
O -5.686 -3.239 9.474
O 7.058 0.958 -2.885
O -7.434 -5.318 3.191
O 0.174 1.925 -1.251
O 2.994 4.997 -8.253
O 1.961 9.251 4.154
O 4.347 -1.150 8.331
O 1.296 -8.785 1.853
O -3.590 7.783 -2.213
O 1.482 1.188 0.852
O 11.313 -3.961 -1.813
O -5.837 -2.200 -4.065
O -4.617 5.653 -1.183
O 1.372 -6.301 1.148
O 10.830 -5.973 -0.273
O 8.086 6.683 4.580
O 9.686 6.911 2.631
O -1.129 -5.658 -6.650
O -9.667 1.025 -0.269
O -0.675 -3.985 -8.455
O 2.357 -0.930 6.836
N -2.205 -3.239 8.153
N -8.325 -6.203 6.694
N 0.582 10.153 0.909
N -6.906 2.291 1.761
C 9.681 2.530 -4.915
C -9.000 3.300 1.387
C -6.001 -2.303 -6.387
C -5.265 -1.640 -5.221
C -8.298 1.424 -0.113
C 4.115 -2.904 6.189
C 5.035 -1.398 4.479
C -3.489 -2.642 8.432
C -7.606 -6.358 5.427
C -0.062 -7.013 3.275
C -2.064 -7.270 1.802
C 4.062 -2.533 4.689
C -1.542 -7.431 3.263
C 9.150 -5.582 -2.294
C -3.660 5.553 -3.786
C 0.859 -6.190 -8.543
C -9.991 0.686 -1.648
C 8.971 1.096 -4.877
C 2.263 -5.501 -8.667
C 8.862 4.338 3.423
C 9.149 -3.989 -0.177
C 1.958 9.947 2.970
C 2.551 -4.864 -7.362
C -7.324 -4.193 2.433
C -4.331 -3.616 9.257
C -0.581 -1.430 -1.058
C 2.977 9.740 5.061
C 7.793 -4.591 -0.575
C -4.641 5.806 -5.017
C -6.064 5.944 -4.462
C -8.241 1.966 1.342
C 1.091 3.739 -7.540
C 0.995 9.281 2.047
C -7.854 -7.752 4.863
C -4.081 -2.177 7.104
C -0.992 -7.709 0.771
C 6.931 4.666 1.808
C -1.320 -1.070 0.219
C -8.028 -5.216 4.473
C 7.350 3.312 -4.384
C 8.784 3.674 -4.358
C 1.425 7.981 1.336
C 7.843 -4.892 -2.056
C -1.250 0.423 0.389
C 8.258 3.828 2.026
C 1.609 4.994 -8.203
C -5.276 -0.137 -5.251
C 7.206 6.131 2.105
C 4.802 -0.425 5.648
C 1.170 5.066 -9.690
C 1.313 -4.224 -6.687
C -5.865 -2.200 10.369
C -5.898 6.991 -3.305
C 0.821 -0.717 -1.008
H -9.028 3.704 2.399
H -4.240 -1.994 -5.331
H -6.849 6.223 -5.164
H 0.102 4.882 -9.805
H 9.422 -3.949 0.878
H 6.971 -3.940 -0.277
H 1.799 7.185 1.980
H -2.975 -7.868 1.790
H -7.044 -4.533 1.435
H -4.471 6.784 -5.468
H 8.031 2.762 2.019
H -8.164 2.175 -0.892
H -9.256 0.031 -2.116
H 0.003 3.804 -7.561
H 0.310 -6.478 -9.439
H 6.183 4.338 2.530
H 3.372 -4.150 -7.429
H 1.630 10.930 3.307
H -9.096 -5.335 4.288
H 0.019 -5.927 3.220
H -0.429 -2.502 -1.179
H -2.360 -6.236 1.626
H 2.942 -5.679 -6.752
H -5.678 7.986 -3.691
H 2.230 8.050 0.605
H 2.064 -4.753 -9.433
H -6.425 5.015 -4.020
H 1.206 5.841 -7.649
H 8.897 0.711 -5.894
H -8.667 1.185 1.972
H -0.662 -1.477 0.987
H -7.807 -4.258 4.944
H -6.494 -2.854 -4.312
H -8.017 -6.873 7.384
H -7.526 -7.713 3.825
H -3.740 -1.192 6.785
H -6.597 -3.448 2.756
H 1.416 6.047 -10.096
H 9.068 -6.613 -1.951
H 1.294 -1.305 -0.221
H 3.024 -2.340 4.418
H -5.517 -1.995 -7.314
H 0.033 9.073 2.516
H -2.336 -1.464 0.229
H -3.347 -1.684 8.933
H 8.882 4.588 -4.945
H 5.949 -1.991 4.511
H 9.899 2.753 -5.959
H 7.599 6.663 1.239
H 6.558 3.833 -3.847
H 10.610 2.505 -4.345
H 8.235 3.911 4.205
H -6.891 -1.912 10.140
H -6.502 3.071 1.263
H 5.119 -3.239 6.448
H 4.366 -3.352 4.037
H -5.196 -1.346 10.263
H 9.367 0.272 -4.284
H 0.203 10.923 1.441
H 0.599 -7.412 4.044
H -8.475 4.005 0.741
H -5.021 0.197 -4.245
H -3.953 -2.866 6.269
H 9.218 -2.977 -0.573
H 1.293 3.741 -6.468
H 0.969 -7.070 -7.908
H 9.929 4.169 3.569
H 6.416 4.533 0.856
H -8.860 -8.171 4.893
H -6.811 7.109 -2.721
H 7.235 3.411 -5.464
H -2.607 5.830 -3.832
H -5.154 -2.058 7.252
H -6.289 0.209 -5.458
H -10.963 0.196 -1.698
H 0.515 7.573 0.895
H -7.057 -2.033 -6.375
H 6.957 -5.489 -2.269
H -1.654 -8.451 3.629
H -1.569 0.852 1.338
H -0.267 9.832 0.466
H 3.327 5.858 -8.516
H 9.164 3.827 -3.348
H -4.325 -4.624 8.843
H -0.904 -7.088 -0.120
H -8.296 -3.723 2.288
H -4.649 0.278 -6.041
H -3.894 -3.771 10.243
H 1.335 -4.552 -5.648
H -1.614 -2.429 8.030
H -4.689 5.063 -5.812
H -7.221 -8.483 5.366
H 1.254 -3.138 -6.601
H -6.544 -6.341 5.668
H 7.698 -5.524 -0.020
H 7.797 -3.950 -2.602
H -6.168 -3.377 -6.308
H 2.940 10.829 5.104
H -10.039 3.174 1.085
H -1.036 -8.749 0.450
H 2.604 9.401 6.027
H -0.980 -1.011 -1.982
H 9.469 -5.593 -3.337
H -9.969 1.638 -2.179
H 1.517 -0.624 -1.841
H 8.835 4.204 1.180
H 1.751 4.358 -10.282
H -7.580 0.617 -0.260
H -1.975 0.838 -0.311
H -3.622 4.512 -3.467
H 3.023 -6.146 -9.108
H 3.380 -3.555 6.662
H 5.722 -0.133 6.156
H -2.127 -6.825 3.954
H 3.953 9.310 4.837
H -6.892 2.508 2.747
H 4.275 0.512 5.468
H 2.969 10.043 2.574
H -8.103 -5.318 7.127
H -1.912 -3.660 9.023
H 6.341 6.605 2.570
H 4.931 -0.904 3.513
H -5.728 -2.506 11.407
H 1.431 2.802 -7.981